Record 1
{"formula": "C6H6O", "method": "ωB97M-V/def2-TZVPD", "symbols": ["O", "C", "C", "C", "C", "C", "C", "H", "H", "H", "H", "H", "H"], "coordinates": [[0.590, 2.350, 0.542], [0.821, 1.615, -0.620], [0.090, 0.532, -0.721], [-0.123, -1.894, -0.279], [0.404, -2.925, 0.040], [-0.848, 0.325, 0.523], [-0.766, -0.645, -0.588], [-1.627, -0.668, -1.238], [1.547, 2.101, -1.266], [-1.688, 1.016, 0.598], [1.165, 1.977, 1.222], [0.845, -3.859, 0.291], [-0.411, 0.076, 1.495]], "nbo_charge": [-0.72, 0.12, -0.08, -0.01, -0.22, -0.38, -0.31, 0.26, 0.19, 0.23, 0.47, 0.24, 0.21], "smiles": "C#C[C@H]1C/C1=C\\O", "e_homo_ev": -9.46, "orbital_gap_ha": 0.3808, "total_energy_ha": -307.27723, "multiplicity": 1, "molar_mass_g_mol": 94.11, "e_above_lowest_kcal_mol": 116.8, "lumo_energy_ev": 0.9}

---

Record 2
{"formula": "C52H42KN4OP2S2Si", "method": "ωB97M-V/def2-TZVPD", "symbols": ["K", "S", "S", "P", "P", "Si", "O", "N", "N", "N", "N", "C", "C", "C", "C", "C", "C", "C", "C", "C", "C", "C", "C", "C", "C", "C", "C", "C", "C", "C", "C", "C", "C", "C", "C", "C", "C", "C", "C", "C", "C", "C", "C", "C", "C", "C", "C", "C", "C", "C", "C", "C", "C", "C", "C", "C", "C", "C", "C", "C", "C", "C", "C", "H", "H", "H", "H", "H", "H", "H", "H", "H", "H", "H", "H", "H", "H", "H", "H", "H", "H", "H", "H", "H", "H", "H", "H", "H", "H", "H", "H", "H", "H", "H", "H", "H", "H", "H", "H", "H", "H", "H", "H", "H", "H"], "coordinates": [[0.509, 1.098, 0.903], [4.096, 3.171, 4.170], [1.055, 4.540, -0.566], [-0.315, -2.579, -0.831], [-0.060, -0.063, -3.443], [-1.863, -0.481, -0.453], [1.408, 1.689, -1.001], [2.291, 2.104, 2.659], [0.038, 0.297, 3.297], [2.497, 2.374, -1.129], [0.639, 0.345, 5.465], [-3.937, 0.464, -4.657], [0.627, -2.340, 0.720], [2.044, 2.820, -5.444], [1.266, 3.959, -5.301], [1.124, -2.887, 3.012], [-0.778, -0.536, 4.008], [-4.532, -3.694, 0.605], [-1.900, 0.079, -3.405], [-2.836, -2.116, -0.092], [0.906, 0.816, 4.179], [0.328, -3.035, 1.886], [-0.425, -0.523, 5.382], [4.868, 3.776, -1.477], [-0.089, -1.151, -4.963], [-4.134, -2.391, 0.319], [1.990, 1.679, 3.929], [-0.710, -3.355, -5.767], [-4.681, 0.257, -3.507], [0.376, 1.521, -4.266], [-3.625, -4.739, 0.489], [2.481, 3.750, -0.980], [1.747, -1.504, 0.700], [2.436, -5.669, -1.491], [-0.155, -5.061, -2.208], [-1.816, -1.369, 3.583], [0.024, -1.685, -7.318], [1.611, 1.617, -4.908], [4.842, 2.386, -1.594], [-4.038, -0.044, -2.323], [-2.102, -2.125, 5.879], [-2.850, 0.851, 0.557], [2.884, 2.163, 4.912], [3.700, 4.436, -1.175], [-1.074, -1.290, 6.331], [0.056, 3.884, -4.628], [0.200, -0.783, -6.276], [-2.644, -0.140, -2.219], [3.648, 1.733, -1.409], [0.475, -6.159, -2.767], [2.544, -1.360, 1.822], [-0.542, -2.452, -4.733], [-0.388, 2.675, -4.118], [1.777, -6.477, -2.405], [-1.936, -3.187, -0.221], [0.477, -4.251, -1.253], [-2.450, -2.161, 4.532], [2.231, -2.055, 2.984], [-2.323, -4.489, 0.070], [-2.563, 0.367, -4.605], [3.324, 2.862, 2.622], [1.804, -4.564, -0.939], [-0.432, -2.970, -7.072], [-2.626, -2.753, 6.591], [3.006, 2.879, -5.940], [0.233, -1.373, -8.336], [-2.096, -1.407, 2.538], [3.731, 3.308, 1.725], [-3.930, -5.751, 0.733], [2.256, 0.745, -4.959], [-0.580, -3.664, -7.891], [3.411, -0.709, 1.802], [-4.860, -1.589, 0.420], [-2.648, 0.742, 1.625], [-0.049, -6.779, -3.487], [-1.070, -4.355, -5.558], [-1.315, 2.625, -3.562], [2.340, -3.951, -0.226], [-0.529, -3.694, 1.915], [3.663, 5.510, -1.068], [5.796, 4.321, -1.605], [5.732, 1.825, -1.839], [-4.434, 0.698, -5.593], [-4.638, -0.226, -1.437], [0.547, 0.217, -6.501], [-0.774, -2.732, -3.716], [1.615, 4.913, -5.679], [-3.233, -2.838, 4.210], [-1.179, -4.835, -2.488], [-0.528, 4.784, -4.481], [3.453, -5.906, -1.197], [2.851, -1.944, 3.866], [1.133, 0.607, 6.295], [-5.764, 0.308, -3.546], [2.901, 1.994, 5.974], [3.550, 0.659, -1.486], [-1.995, 0.521, -5.515], [-5.552, -3.894, 0.917], [-1.619, -5.309, -0.014], [-0.790, -1.262, 7.377], [-2.523, 1.850, 0.256], [-3.935, 0.805, 0.420], [0.873, -3.418, 3.923], [1.985, -0.988, -0.226], [2.275, -7.337, -2.838]], "lowdin_spin": [0.00, 0.16, 0.00, 0.00, 0.00, 0.00, 0.00, -0.01, 0.10, 0.00, 0.04, 0.00, 0.00, 0.00, 0.00, 0.00, 0.00, 0.00, 0.00, 0.00, 0.12, 0.00, 0.00, 0.00, 0.00, 0.00, 0.12, 0.00, 0.00, 0.00, 0.00, 0.00, 0.00, 0.00, 0.00, 0.05, 0.00, 0.00, 0.00, 0.00, 0.05, 0.00, 0.31, 0.00, 0.02, 0.00, 0.00, 0.00, 0.00, 0.00, 0.00, 0.00, 0.00, 0.00, 0.00, 0.00, 0.01, 0.00, 0.00, 0.00, 0.01, 0.00, 0.00, 0.00, 0.00, 0.00, 0.00, 0.00, 0.00, 0.00, 0.00, 0.00, 0.00, 0.00, 0.00, 0.00, 0.00, 0.00, 0.00, 0.00, 0.00, 0.00, 0.00, 0.00, 0.00, 0.00, 0.00, 0.00, 0.00, 0.00, 0.00, 0.00, 0.01, 0.00, 0.03, 0.00, 0.00, 0.00, 0.00, 0.00, 0.00, 0.00, 0.00, 0.00, 0.00], "total_charge": -2, "e_homo_ev": [0.39, -1.12], "orbital_gap_ha": [0.1310, 0.1856], "total_energy_ha": -4669.53786, "multiplicity": 2, "molar_mass_g_mol": 932.20, "e_above_lowest_kcal_mol": 32.2, "lumo_energy_ev": [4.0, 3.9]}

---

Record 3
{"formula": "C3H12NO2S", "method": "ωB97M-V/def2-TZVPD", "symbols": ["S", "O", "O", "N", "C", "C", "C", "H", "H", "H", "H", "H", "H", "H", "H", "H", "H", "H", "H"], "coordinates": [[0.796, 1.191, -1.568], [1.267, -2.634, 0.458], [3.133, -0.790, -0.411], [-0.048, 0.474, 1.264], [-2.086, 1.357, 0.297], [-0.566, 0.023, -1.166], [-1.086, 0.188, 0.288], [0.555, -2.435, 1.063], [0.051, 1.468, 1.397], [0.842, 0.152, 0.920], [1.773, -1.973, -0.032], [-1.542, 2.300, 0.123], [-1.642, -0.690, 0.604], [-2.621, 1.470, 1.249], [-0.224, -0.993, -1.321], [2.855, -0.292, 0.369], [-2.844, 1.219, -0.467], [-1.331, 0.285, -1.893], [2.716, -0.319, -1.174]], "nbo_charge": [-0.74, -1.02, -0.99, -0.86, -0.61, -0.54, -0.06, 0.48, 0.36, 0.36, 0.51, 0.22, 0.16, 0.19, 0.19, 0.47, 0.20, 0.19, 0.51], "total_charge": -1, "e_homo_ev": -3.02, "orbital_gap_ha": 0.2559, "total_energy_ha": -724.96352, "multiplicity": 1, "molar_mass_g_mol": 126.20, "e_above_lowest_kcal_mol": 12.6, "lumo_energy_ev": 3.9}

---

Record 4
{"formula": "C2H11O7Tl", "method": "ωB97M-V/def2-TZVPD", "symbols": ["Tl", "O", "O", "O", "O", "O", "O", "O", "C", "C", "H", "H", "H", "H", "H", "H", "H", "H", "H", "H", "H"], "coordinates": [[-9.588, -12.136, 20.024], [-12.785, -18.722, 19.128], [-10.512, -14.735, 15.762], [-12.172, -16.726, 19.941], [-8.811, -21.694, 17.681], [-15.168, -19.467, 14.884], [-13.887, -16.875, 18.680], [-7.355, -20.476, 23.023], [-8.692, -19.930, 23.066], [-12.931, -17.405, 19.276], [-14.811, -19.254, 15.746], [-9.384, -20.552, 22.498], [-11.114, -15.449, 15.971], [-14.808, -20.331, 14.682], [-8.995, -19.690, 24.086], [-8.741, -18.972, 22.549], [-8.412, -21.264, 18.438], [-8.661, -21.088, 16.955], [-12.077, -18.750, 19.776], [-10.399, -14.787, 14.813], [-6.610, -19.874, 23.078]], "nbo_charge": [1.00, -0.56, -0.95, -0.30, -0.85, -0.77, -0.14, -0.55, -0.26, 0.90, 0.46, 0.21, 0.46, 0.48, 0.24, 0.18, 0.46, 0.47, 0.50, 0.49, 0.50], "total_charge": 2, "e_homo_ev": -15.93, "orbital_gap_ha": 0.0707, "total_energy_ha": -781.05187, "multiplicity": 1, "molar_mass_g_mol": 351.49, "lumo_energy_ev": -14.0}

---

Record 5
{"formula": "C6H16", "method": "ωB97M-V/def2-TZVPD", "symbols": ["C", "C", "C", "C", "C", "C", "H", "H", "H", "H", "H", "H", "H", "H", "H", "H", "H", "H", "H", "H", "H", "H"], "coordinates": [[-0.448, -1.530, -0.500], [0.067, 3.326, -0.642], [1.138, -0.668, 1.108], [0.043, -3.053, 1.433], [-0.722, 2.714, -1.836], [-0.064, -1.550, 0.990], [-1.010, -3.391, 1.740], [0.390, 2.455, 0.003], [0.489, -3.119, 2.395], [-0.094, 2.091, -2.537], [1.081, 0.252, 0.492], [-1.606, 2.134, -1.574], [-1.440, -1.973, -0.889], [1.296, -0.360, 2.069], [-0.902, 3.494, -2.537], [0.839, 3.923, -1.028], [-0.591, -0.532, -0.836], [-0.625, 3.819, -0.017], [2.077, -1.206, 0.816], [-0.828, -1.118, 1.672], [0.313, -2.116, -1.071], [0.598, -3.593, 0.750]], "nbo_charge": [-0.61, -0.60, -0.60, -0.60, -0.61, -0.22, 0.21, 0.20, 0.20, 0.20, 0.21, 0.21, 0.21, 0.20, 0.20, 0.21, 0.21, 0.20, 0.20, 0.19, 0.20, 0.20], "smiles": "CC(C)C.CC", "e_homo_ev": -11.04, "orbital_gap_ha": 0.4452, "total_energy_ha": -238.15107, "multiplicity": 1, "molar_mass_g_mol": 88.19, "e_above_lowest_kcal_mol": 28.5, "lumo_energy_ev": 1.1}

---

Record 6
{"formula": "C5H12N2O", "method": "ωB97M-V/def2-TZVPD", "symbols": ["O", "N", "N", "C", "C", "C", "C", "C", "H", "H", "H", "H", "H", "H", "H", "H", "H", "H", "H", "H"], "coordinates": [[-1.694, -0.676, -0.152], [-0.131, -2.000, 0.877], [0.097, 1.233, -1.053], [1.272, 2.127, -1.151], [1.107, -2.171, 1.629], [-0.521, -0.835, 0.248], [0.598, 0.107, -0.273], [-1.095, 1.835, -0.393], [1.832, -2.595, 1.005], [0.693, -2.481, 2.706], [1.344, 2.557, -0.149], [-1.974, 1.301, -0.741], [2.202, 1.712, -1.497], [1.344, -1.166, 1.993], [1.318, 0.384, 0.688], [1.168, -0.528, -1.046], [0.887, 2.982, -1.832], [-0.800, -2.646, 1.153], [-1.041, 2.056, 0.628], [-1.344, 2.816, -0.818]], "nbo_charge": [-0.62, -0.62, -0.43, -0.42, -0.44, 0.66, -0.32, -0.44, 0.21, 0.22, 0.17, 0.26, 0.21, 0.20, 0.17, 0.23, 0.20, 0.39, 0.17, 0.19], "smiles": "CNC(=O)CN(C)C", "e_homo_ev": -8.72, "orbital_gap_ha": 0.3481, "total_energy_ha": -382.37869, "multiplicity": 1, "molar_mass_g_mol": 116.16, "e_above_lowest_kcal_mol": 77.7, "lumo_energy_ev": 0.7}